C37H40BeO2P2 | the ωB97M-V functional and the def2-TZVPD basis

The HOMO-LUMO gap is 4.76 eV. The charge is 0. The lowest unoccupied orbital energy comes out at -0.53 eV. Its energy relative to the best compared isomer or geometry (same formula, charge and spin) is 5.63 kcal per mole.

Each line ends with the Löwdin charge.
Element x y z (Å)
Be -0.786 1.313 -2.074  0.152
C -2.102 1.555 -3.229  -0.193
C -1.967 0.217 -2.881  -0.212
C -1.104 -0.672 -3.713  -0.194
C 0.377 -0.156 -3.789  -0.172
C 0.757 0.804 -2.695  -0.198
C 0.549 2.183 -2.787  -0.188
C -0.050 2.836 -3.994  -0.192
C -1.381 2.175 -4.397  -0.189
C 1.624 -0.603 3.130  -0.167
H -2.994 2.122 -2.913  0.115
H -2.744 -0.255 -2.271  0.107
H -1.461 -0.825 -4.745  0.105
H -1.116 -1.683 -3.294  0.091
H 1.040 -1.027 -3.779  0.102
H 0.513 0.344 -4.757  0.099
H 1.492 0.451 -1.969  0.086
H 1.027 2.866 -2.074  0.112
H 0.608 2.829 -4.870  0.103
H -0.240 3.893 -3.758  0.114
H -2.008 2.926 -4.901  0.110
H -1.200 1.434 -5.186  0.096
H 2.010 0.276 3.667  0.057
H 1.993 -1.513 3.625  0.070
H 0.525 -0.607 3.144  0.007
P -1.554 -0.938 1.549  1.091
P 2.236 -0.589 1.457  1.018
C -0.270 -1.446 0.341  -0.248
C 1.097 -1.415 0.396  -0.249
C -2.439 -2.519 1.675  -0.435
C -2.716 -3.262 0.518  -0.113
C -3.439 -4.446 0.622  -0.075
C -3.934 -4.853 1.870  -0.080
C -3.725 -4.058 3.006  -0.088
C -2.974 -2.893 2.921  -0.104
C -2.975 -0.068 0.576  -0.293
C -2.827 1.134 -0.135  -0.138
C -3.838 2.092 -0.179  -0.058
C -5.131 1.739 0.230  -0.080
C -5.376 0.419 0.614  -0.090
C -4.314 -0.475 0.753  -0.094
C 3.842 -1.504 1.544  -0.286
C 3.824 -2.910 1.526  -0.084
C 5.022 -3.640 1.568  -0.072
C 6.257 -2.988 1.661  -0.067
C 6.274 -1.590 1.738  -0.065
C 5.080 -0.861 1.720  -0.072
C 2.785 1.067 0.994  -0.326
C 2.550 2.200 1.785  -0.076
C 2.751 3.456 1.216  -0.054
C 3.367 3.569 -0.032  -0.054
C 3.818 2.436 -0.707  -0.064
C 3.520 1.171 -0.202  -0.100
H -0.661 -1.950 -0.561  0.069
H 1.652 -2.009 -0.348  0.088
H -2.416 -2.888 -0.465  0.102
H -3.634 -5.031 -0.278  0.106
H -4.505 -5.776 1.944  0.101
H -4.170 -4.346 3.962  0.105
H -2.825 -2.236 3.781  0.103
H -1.884 1.379 -0.686  0.068
H -3.611 3.101 -0.518  0.121
H -5.925 2.486 0.235  0.102
H -6.388 0.084 0.830  0.100
H -4.525 -1.514 1.027  0.096
H 2.873 -3.443 1.468  0.109
H 4.997 -4.722 1.511  0.104
H 7.188 -3.552 1.658  0.108
H 7.222 -1.071 1.796  0.106
H 5.124 0.221 1.826  0.109
H 2.229 2.110 2.828  0.101
H 2.400 4.340 1.753  0.121
H 3.517 4.559 -0.467  0.115
H 4.388 2.510 -1.634  0.114
H 3.866 0.263 -0.701  0.116
C -0.951 2.474 2.409  -0.027
C -0.457 2.669 0.975  -0.726
O -0.424 3.817 0.490  -0.020
O -0.101 1.590 0.358  -0.133
H -1.140 3.441 2.875  0.071
H -0.223 1.904 3.004  0.048
H -1.887 1.878 2.413  0.057


C5H8O | the ωB97M-V functional and the def2-TZVPD basis

The HOMO-LUMO gap is 9.67 eV. The charge is 0. The lowest unoccupied orbital energy comes out at 1.10 eV. Its energy relative to the best compared isomer or geometry (same formula, charge and spin) is 64.82 kcal per mole. Its SMILES is C[C@H]1[C@H]2CO[C@@H]12.

Each line ends with the natural charge from an NBO analysis.
Element x y z (Å)
C 1.606 -0.286 0.439  -0.615
C 0.621 0.528 -0.339  -0.268
C -0.606 -0.011 -0.981  -0.274
C -1.367 -0.831 0.031  -0.086
O -1.428 0.238 1.008  -0.522
C -0.626 1.084 0.227  0.110
H 1.105 -0.901 1.193  0.213
H 2.295 0.386 0.961  0.215
H 2.167 -0.935 -0.237  0.210
H 1.062 1.287 -0.985  0.220
H -0.931 0.119 -2.006  0.226
H -0.853 -1.674 0.504  0.180
H -2.362 -1.135 -0.303  0.190
H -0.709 2.146 0.504  0.202


C10H40F2N21NiO14S2 | the ωB97M-V functional and the def2-TZVPD basis

The HOMO-LUMO gap (alpha / beta) is 4.37 / 6.13 eV. As for the expectation value of S²: 3.76. The charge is 0. The lowest unoccupied orbital energy (alpha / beta) comes out at -0.98 / -1.72 eV. The multiplicity is 4.

Each line ends with the Löwdin spin population.
Element x y z (Å)
Ni 1.748 0.996 1.724  1.868
N 0.670 -0.182 0.534  0.184
S 0.800 -1.456 -0.508  0.176
O 1.344 -1.017 -1.834  0.086
O 0.012 -2.675 -0.302  0.142
F 2.047 -2.173 0.234  0.006
S -0.837 0.125 -0.141  0.174
O -1.963 -0.731 0.242  0.095
O -0.833 0.912 -1.353  0.086
F -1.049 1.362 0.924  0.018
C 3.199 2.944 -2.728  0.000
O 3.753 3.708 -1.916  0.000
N 3.350 2.923 -4.023  0.000
N 2.331 1.952 -2.431  0.001
H 3.026 2.153 -4.590  0.000
H 4.000 3.620 -4.358  0.000
H 2.224 1.290 -3.186  0.000
H 2.062 1.682 -1.496  0.001
C -1.837 -3.562 3.267  0.000
O -2.758 -2.824 3.186  0.000
N -1.790 -4.672 3.967  0.000
N -0.610 -3.355 2.888  0.000
H -2.498 -4.915 4.645  0.000
H -0.870 -5.079 3.875  0.000
H -0.397 -2.460 2.471  0.000
H 0.195 -3.940 3.059  0.000
C -1.575 3.231 -3.915  0.000
O -1.553 4.031 -3.034  0.001
N -2.558 3.051 -4.868  0.000
N -0.641 2.355 -4.179  0.000
H -3.382 3.635 -4.883  0.000
H -2.520 2.350 -5.595  0.000
H -0.680 1.696 -4.944  0.000
H 0.116 2.444 -3.516  0.000
C 3.642 -1.225 2.893  0.009
O 2.613 -0.588 2.615  0.045
N 4.390 -1.845 2.092  0.001
N 4.154 -0.998 4.053  0.003
H 4.093 -2.010 1.141  0.000
H 5.285 -2.213 2.380  0.000
H 3.763 -0.486 4.831  0.000
H 4.809 -1.693 4.382  0.000
C 1.249 -5.308 -3.326  0.000
O 0.486 -6.310 -3.220  0.000
N 1.058 -4.172 -2.708  0.001
N 2.375 -5.331 -4.001  0.000
H 1.611 -3.365 -2.959  0.001
H 0.184 -3.952 -2.252  0.001
H 2.980 -4.534 -3.865  0.000
H 2.630 -6.098 -4.607  0.000
C -3.483 3.963 0.360  0.000
O -3.624 3.782 1.490  0.000
N -2.357 3.735 -0.293  0.001
N -4.419 4.556 -0.357  0.000
H -2.144 4.089 -1.214  0.000
H -1.648 3.512 0.392  0.000
H -5.269 4.753 0.152  0.000
H -4.274 4.655 -1.352  0.000
C -4.632 0.436 3.176  0.000
O -5.518 -0.428 3.301  0.000
N -3.558 0.308 2.580  0.002
N -4.727 1.579 3.801  0.000
H -3.489 -0.535 2.028  0.001
H -2.956 1.086 2.350  0.000
H -5.644 1.905 4.069  0.000
H -3.870 2.025 4.094  0.000
C 4.452 1.222 0.071  0.006
O 3.331 0.953 0.345  0.038
N 5.089 2.379 0.289  0.000
N 5.200 0.368 -0.634  0.001
H 4.632 3.116 0.808  0.000
H 5.824 2.678 -0.336  0.000
H 6.189 0.568 -0.663  0.000
H 4.765 -0.435 -1.066  0.001
C -0.456 0.631 4.263  0.004
O 0.242 1.020 3.366  0.038
N -0.822 -0.571 4.460  0.000
N -0.968 1.298 5.276  0.001
H -0.815 -1.120 3.612  0.000
H -1.139 -0.984 5.326  0.000
H -0.842 2.300 5.249  0.000
H -1.734 1.010 5.868  0.000
C -2.373 -1.882 -3.039  0.000
O -2.314 -3.021 -2.656  0.000
N -1.552 -1.264 -3.840  0.000
N -3.372 -1.176 -2.674  0.000
H -0.794 -1.751 -4.296  0.000
H -1.612 -0.303 -4.147  0.000
H -3.797 -1.525 -1.827  0.000
H -3.370 -0.218 -2.995  0.000


C52H67AsKNOP2 | the ωB97M-V functional and the def2-TZVPD basis

The HOMO-LUMO gap is 5.20 eV. The charge is 0. The lowest unoccupied orbital energy comes out at -0.14 eV. Its energy relative to the best compared isomer or geometry (same formula, charge and spin) is 4.27 kcal per mole.

Each line ends with the Löwdin charge.
Element x y z (Å)
K 0.270 0.595 1.937  0.756
C -1.166 2.635 3.838  -0.141
C -0.387 3.716 3.382  -0.185
C -1.216 4.393 2.388  -0.123
C -2.424 3.651 2.255  -0.058
C -2.398 2.605 3.159  -0.308
C -3.554 1.823 3.590  -0.587
C -4.700 2.699 4.137  -0.058
C -3.101 0.810 4.695  -0.062
C -4.127 1.084 2.374  -0.071
C -1.113 5.731 1.605  -0.530
C -0.391 5.623 0.266  -0.060
C -0.445 6.849 2.431  -0.065
C -2.551 6.221 1.279  -0.086
C 0.982 4.019 3.933  -0.551
C 1.468 2.773 4.677  -0.113
C 2.047 4.267 2.872  -0.061
C 1.069 5.186 5.023  -0.031
H -0.911 2.024 4.678  0.064
H -3.222 3.915 1.587  0.087
H -4.347 3.247 5.046  0.092
H -5.447 1.997 4.559  0.072
H -5.161 3.420 3.426  0.089
H -2.724 1.317 5.602  0.081
H -2.256 0.178 4.260  0.083
H -3.925 0.099 4.936  0.080
H -4.492 1.694 1.509  0.088
H -5.019 0.447 2.703  0.090
H -3.411 0.356 1.959  0.069
H 0.678 5.477 0.323  0.063
H -0.590 6.591 -0.226  0.080
H -0.884 4.880 -0.377  0.071
H 0.616 6.790 2.614  0.045
H -0.973 6.945 3.407  0.101
H -0.571 7.784 1.869  0.074
H -3.012 5.672 0.459  0.070
H -2.494 7.270 0.957  0.073
H -3.235 6.243 2.141  0.092
H 1.456 1.843 4.015  0.053
H 0.872 2.569 5.585  0.082
H 2.579 2.912 4.997  0.107
H 2.173 3.349 2.206  0.098
H 2.974 4.484 3.402  0.072
H 1.852 5.160 2.256  0.060
H 0.208 5.095 5.717  0.091
H 1.007 6.183 4.543  0.057
H 1.999 5.030 5.557  0.059
C 0.561 -1.450 -4.983  -0.255
N 0.944 -2.787 -4.708  -0.234
C 1.955 -3.075 -3.729  -0.288
P 1.385 -2.606 -1.911  0.960
C 2.754 -3.390 -1.014  -0.398
C 4.059 -2.917 -1.246  -0.119
C 5.162 -3.622 -0.814  -0.108
C 4.960 -4.713 -0.001  -0.119
C 3.678 -5.121 0.402  -0.088
C 2.571 -4.390 -0.071  -0.103
C 0.042 -3.823 -1.661  -0.379
C -0.789 -3.529 -0.580  -0.126
C -1.677 -4.505 -0.124  -0.092
C -1.776 -5.732 -0.775  -0.090
C -0.977 -6.055 -1.888  -0.082
C -0.072 -5.110 -2.283  -0.089
C 0.403 -3.827 -5.536  -0.243
C -0.986 -4.097 -5.500  -0.038
C -1.435 -5.106 -6.319  -0.093
C -0.547 -5.843 -7.163  -0.091
C 0.808 -5.498 -7.268  -0.087
C 1.270 -4.524 -6.391  -0.034
P 0.527 -0.388 -3.304  1.036
C -1.053 0.522 -3.287  -0.411
C -2.236 -0.071 -3.722  -0.088
C -3.462 0.634 -3.507  -0.082
C -3.476 1.942 -3.049  -0.093
C -2.251 2.553 -2.764  -0.071
C -1.066 1.830 -2.861  -0.118
C 1.661 0.941 -3.811  -0.430
C 2.744 1.228 -3.052  -0.116
C 3.595 2.272 -3.463  -0.092
C 3.467 2.881 -4.684  -0.098
C 2.405 2.525 -5.519  -0.064
C 1.448 1.614 -5.042  -0.085
H -0.492 -1.387 -5.340  0.079
H 1.157 -0.923 -5.734  0.082
H 2.908 -2.538 -3.831  0.079
H 2.135 -4.161 -3.679  0.088
H 4.112 -1.964 -1.766  0.090
H 6.170 -3.318 -1.173  0.118
H 5.856 -5.247 0.418  0.114
H 3.526 -5.958 1.100  0.104
H 1.545 -4.601 0.241  0.095
H -0.702 -2.536 -0.106  0.099
H -2.363 -4.296 0.726  0.111
H -2.545 -6.473 -0.478  0.109
H -1.045 -7.021 -2.365  0.105
H 0.617 -5.368 -3.084  0.095
H -1.682 -3.673 -4.735  0.126
H -2.489 -5.417 -6.373  0.105
H -0.998 -6.603 -7.834  0.103
H 1.508 -6.024 -7.936  0.108
H 2.333 -4.263 -6.411  0.119
H -2.237 -1.084 -4.175  0.091
H -4.414 0.143 -3.759  0.104
H -4.405 2.485 -2.955  0.099
H -2.160 3.585 -2.383  0.107
H -0.151 2.406 -2.776  0.103
H 2.996 0.673 -2.136  0.102
H 4.349 2.586 -2.724  0.110
H 4.313 3.465 -5.033  0.106
H 2.277 3.019 -6.487  0.107
H 0.521 1.383 -5.535  0.103
C 2.160 -3.928 3.682  -0.220
As 0.846 -2.648 4.173  0.983
C 1.477 -1.634 5.727  -0.202
C -0.780 -3.518 4.765  -0.199
O 0.377 -1.675 2.868  -0.702
H 2.678 -4.360 4.556  0.052
H 2.859 -3.520 2.938  0.043
H 1.586 -4.697 3.141  0.040
H 1.199 -2.128 6.668  0.037
H 0.978 -0.631 5.659  0.046
H 2.573 -1.501 5.710  0.040
H -0.492 -4.490 5.202  0.042
H -1.360 -3.627 3.828  0.042
H -1.338 -2.942 5.486  0.034


no.,E (a.u.)
1,-2281.663231
2,-270.454599
3,-5112.776443
4,-5669.898089